No. 1
Formula: C31H31F4MgN6O2Se
Source: the OMol25 dataset
Level of theory: wB97M-V/def2-TZVPD

As for the total charge: -1. The calculation puts the total energy at -127354.3558 eV. For the frontier orbital gap, the calculation gives 7.222 eV.

The geometry in XYZ format:
```
76
Properties=species:S:1:pos:R:3:lowdin_charge:R:1
Mg -1.47009 1.15518 -0.52799 0.64
C 0.13260 3.47289 -1.82826 -0.09
N -0.87572 2.47918 -2.19359 -0.33
C -0.41701 1.68271 -3.33182 -0.07
C -2.16423 3.11956 -2.47002 -0.20
C -3.29803 2.10302 -2.65830 -0.23
N -3.11588 0.94872 -1.78457 -0.04
C -3.90381 -0.11658 -1.99682 -0.19
C -3.50303 -1.38059 -1.49010 -0.14
F -2.31641 -1.43596 -0.84038 0.06
C -4.21120 -2.53902 -1.66285 -0.23
F -3.71025 -3.68719 -1.15909 0.07
C -5.40922 -2.56855 -2.35888 0.03
C -5.83415 -1.35829 -2.86506 -0.24
F -7.00617 -1.30665 -3.53483 0.07
C -5.13066 -0.18146 -2.70402 -0.14
F -5.70212 0.94403 -3.20201 0.06
H 0.31774 4.17157 -2.65696 0.09
H 1.06199 2.96601 -1.57145 0.08
H -0.20204 4.03170 -0.95559 0.07
H -0.26364 2.32026 -4.21484 0.09
H -1.16074 0.92255 -3.56842 0.09
H 0.51729 1.18289 -3.07989 0.07
H -2.09188 3.75088 -3.36904 0.12
H -2.38551 3.77065 -1.62528 0.10
H -3.32992 1.78519 -3.70892 0.11
H -4.23373 2.63954 -2.47453 0.11
H -5.97379 -3.47725 -2.49372 0.12
O -1.00729 -0.09020 1.20155 -0.02
C 0.02609 -0.47672 0.63073 -0.59
N 0.97665 -1.31455 1.15228 0.17
C 1.90283 -1.68295 0.08428 -0.26
C 1.42455 -0.70787 -1.05060 -0.43
O 1.99750 -0.60275 -2.11393 0.08
N 0.31735 -0.05957 -0.62307 0.14
C 1.66016 -3.13446 -0.31502 -0.14
C 0.57780 -3.45694 -1.13044 0.00
C 0.27784 -4.78062 -1.41084 -0.07
C 1.05732 -5.80094 -0.88305 -0.10
C 2.13471 -5.48791 -0.06831 -0.09
C 2.43353 -4.16168 0.21468 -0.03
C 3.34877 -1.37179 0.41509 -0.16
C 3.69994 -0.70708 1.58158 -0.02
C 5.02872 -0.39357 1.83999 -0.08
C 6.01619 -0.73556 0.93085 -0.10
C 5.66747 -1.38945 -0.24490 -0.08
C 4.34385 -1.70449 -0.50248 -0.03
H 0.67711 -2.00386 1.82408 0.16
H -0.04541 -2.67183 -1.54197 0.12
H -0.57101 -5.01179 -2.04133 0.10
H 0.82307 -6.83452 -1.10426 0.10
H 2.74766 -6.27603 0.35102 0.10
H 3.27956 -3.92451 0.84770 0.12
H 2.92720 -0.41933 2.28047 0.09
H 5.28653 0.12867 2.75311 0.10
H 7.05131 -0.48785 1.12990 0.09
H 6.43026 -1.64907 -0.96826 0.10
H 4.06994 -2.19820 -1.42527 0.12
Se -2.17619 5.33211 2.18948 0.42
C -2.06311 3.80186 1.25559 -0.94
N -1.98985 2.81183 0.65059 0.04
C -0.97697 1.87965 3.97864 -0.04
C 0.52354 2.15820 3.83642 -0.58
C 1.33346 0.97967 4.38997 -0.05
C 0.88965 3.45910 4.56024 -0.05
C 0.88200 2.31293 2.41344 -0.18
N 1.21739 2.44356 1.32276 0.22
H -1.19296 1.69796 5.03435 0.09
H -1.26894 1.00852 3.39414 0.07
H -1.56163 2.73748 3.65074 0.04
H 1.10475 0.85472 5.45009 0.09
H 2.40599 1.15239 4.28351 0.08
H 1.07295 0.05850 3.86697 0.07
H 0.63835 3.35816 5.61810 0.09
H 0.32454 4.29426 4.14545 0.06
H 1.95642 3.67153 4.47311 0.09
```

=====

No. 2
Formula: C2H3N5O
Source: the OMol25 dataset
Level of theory: wB97M-V/def2-TZVPD

The calculation puts the total energy at -11615.9636 eV. For the frontier orbital gap, the calculation gives 9.516 eV. Its SMILES is N/N=C\c1nnno1.

The geometry in XYZ format:
```
11
Properties=species:S:1:pos:R:3:lowdin_charge:R:1
C -0.63282 1.02722 -0.27515 -0.13
C 0.67666 0.33154 -0.08397 -0.34
H -1.04108 -1.28796 0.26430 0.02
H -2.65480 -1.29846 0.63326 0.19
H -0.52063 2.18577 -0.31838 0.15
N -1.83449 -0.82852 -0.03748 0.01
N -1.72896 0.49821 -0.02190 -0.05
N 1.73443 1.15310 0.10250 0.10
N 2.72639 0.19693 0.08922 -0.04
N 2.39289 -0.97834 -0.16586 0.09
O 0.88241 -0.99949 -0.18654 0.00
```

=====

No. 3
Formula: C3H12ClN2PSSi
Source: the OMol25 dataset
Level of theory: wB97M-V/def2-TZVPD

The spin multiplicity is 3. As for the expectation value of S²: 2.0087. The calculation puts the total energy at -46804.7934 eV. For the frontier orbital gap (spin up / spin down), the calculation gives 5.195 / 4.828 eV.

The geometry in XYZ format:
```
21
Properties=species:S:1:pos:R:3:mulliken_spin:R:1
C -1.83297 1.33881 -1.07339 0.01
C -1.15735 0.05547 1.92584 0.03
C -1.85255 -1.76967 -1.00424 0.03
N 3.12488 0.86114 0.23754 0.66
N 3.78486 0.78884 1.29810 0.34
Si -1.25346 -0.17377 0.04693 0.14
P 1.14509 -0.16960 -0.22202 0.69
S 1.41075 -0.07231 -2.31045 0.02
Cl 1.63311 -1.95987 0.48938 0.07
H -1.00229 2.12166 -1.21034 0.00
H -2.02507 0.93218 -2.02191 0.00
H -2.67892 1.81051 -0.73631 0.00
H -1.22790 -1.03758 2.35757 0.00
H -0.28236 0.57989 2.07042 -0.02
H -2.00216 0.58123 2.22791 0.01
H -2.80247 -2.08951 -0.52834 0.01
H -1.97023 -1.45098 -2.11966 0.00
H -1.29553 -2.72657 -1.02303 0.00
H 3.75793 1.44815 2.04306 0.00
H 4.39146 -0.06549 1.60493 0.00
H 2.13517 0.99744 -2.05201 0.01
```

=====

No. 4
Formula: C13H13Cl5KN2O2SSi
Source: the OMol25 dataset
Level of theory: wB97M-V/def2-TZVPD

As for the total charge: -1. The calculation puts the total energy at -118424.0853 eV. For the frontier orbital gap, the calculation gives 6.812 eV.

The geometry in XYZ format:
```
38
Properties=species:S:1:pos:R:3:lowdin_charge:R:1
K 0.65211 1.05830 0.05096 0.53
C 4.74952 5.44823 -1.86995 -0.05
C 3.51074 5.07140 -1.11139 -0.27
C 2.32242 5.77372 -1.28571 -0.04
C 1.19608 5.44260 -0.55282 -0.05
C 1.24387 4.40787 0.36368 -0.28
C 2.41870 3.70712 0.55006 -0.11
C 3.53914 4.03012 -0.19399 -0.06
S -0.23361 4.01069 1.31431 0.58
O -1.03130 5.21829 1.32822 -0.33
O 0.20078 3.51021 2.60684 -0.32
N -0.82138 2.80110 0.43921 -0.27
C -1.80135 2.05701 0.96193 -0.48
C -2.68627 2.55189 1.95346 -0.03
C -3.67743 1.74860 2.44166 -0.09
C -3.79508 0.44552 1.95242 -0.10
C -2.88632 0.03959 1.00121 -0.19
N -1.91306 0.79297 0.50922 0.02
H 4.93264 6.51918 -1.78677 0.08
H 4.64379 5.20179 -2.92650 0.08
H 5.61164 4.91507 -1.47520 0.07
H 2.28554 6.59577 -1.98788 0.11
H 0.26441 5.97616 -0.66283 0.11
H 2.47012 2.93003 1.29871 0.09
H 4.45724 3.48164 -0.04608 0.09
H -2.54449 3.56389 2.29504 0.09
H -4.35556 2.10945 3.20437 0.10
H -4.55823 -0.22842 2.31185 0.09
H -2.91117 -0.97224 0.61097 0.07
Cl 1.57849 -4.03202 -1.55298 0.48
C -0.07949 -4.10870 -0.92706 -1.00
Cl -0.64954 -2.50966 -0.38789 0.52
H -0.08875 -4.78478 -0.07591 0.02
H -0.72563 -4.45352 -1.73040 0.02
Cl 4.53636 -1.21738 -2.37503 0.02
Si 2.97079 -0.60612 -1.10101 -0.62
Cl 2.23348 1.04748 -2.23349 0.03
Cl 4.10316 0.50452 0.30672 0.06
```

=====

No. 5
Formula: C20H18CoNO5PS
Source: the OMol25 dataset
Level of theory: wB97M-V/def2-TZVPD

As for the total charge: +1. The calculation puts the total energy at -90505.2849 eV. For the frontier orbital gap (spin up / spin down), the calculation gives 8.086 / 8.089 eV.

The geometry in XYZ format:
```
47
Properties=species:S:1:pos:R:3:lowdin_charge:R:1
Co -0.13676 -0.18777 -0.04410 0.45
N 0.93796 0.17479 1.55685 0.02
C 1.97702 1.19137 1.24524 -0.08
C 1.80159 1.69400 -0.18745 -0.56
O 2.61448 2.40862 -0.68940 0.14
O 0.73104 1.19212 -0.81324 -0.09
H 0.22248 0.60014 2.14575 0.13
H 1.30226 -0.60487 2.09710 0.10
H 2.97310 0.75772 1.30756 0.14
H 1.92199 2.01698 1.95261 0.14
O -3.82012 -0.15069 -0.66692 -0.19
S -2.52345 -0.70542 -0.58658 0.63
O -1.81724 -0.58784 0.77549 -0.34
O -1.45412 -0.16807 -1.48968 -0.30
C -2.57185 -2.42315 -0.93548 -0.27
C -3.74758 -3.00230 -1.38010 -0.01
C -3.73143 -4.34504 -1.73376 -0.02
C -2.55581 -5.07594 -1.65049 -0.03
C -1.38355 -4.48051 -1.20405 -0.04
C -1.38863 -3.14161 -0.83431 -0.30
P 0.10599 -2.36459 -0.19905 1.13
C 1.46068 -2.73130 -1.30710 -0.33
C 1.70963 -1.81026 -2.32884 -0.06
C 2.70049 -2.07260 -3.26080 -0.04
C 3.43582 -3.24659 -3.17605 -0.04
C 3.18696 -4.16373 -2.16269 -0.05
C 2.20047 -3.91236 -1.22417 -0.09
C 0.41144 -3.06260 1.42481 -0.34
C 1.72957 -3.13171 1.89689 -0.11
C 1.97382 -3.56816 3.18850 -0.05
C 0.91222 -3.93481 4.00785 -0.05
C -0.39170 -3.86505 3.54147 -0.05
C -0.64902 -3.42633 2.25109 -0.06
H -4.64675 -2.40611 -1.44843 0.13
H -4.63984 -4.81764 -2.08069 0.12
H -2.54682 -6.11808 -1.93900 0.12
H -0.46925 -5.05808 -1.15081 0.12
H 1.13810 -0.89114 -2.39732 0.10
H 2.89883 -1.35907 -4.04840 0.12
H 4.20995 -3.44940 -3.90381 0.12
H 3.76339 -5.07682 -2.10298 0.12
H 2.01078 -4.62893 -0.43440 0.11
H 2.55123 -2.86832 1.24203 0.11
H 2.99023 -3.63543 3.55218 0.12
H 1.10530 -4.28304 5.01358 0.12
H -1.21213 -4.15516 4.18346 0.12
H -1.66806 -3.36519 1.89092 0.12
```

=====

No. 6
Formula: CH2ClN
Source: the OMol25 dataset
Level of theory: wB97M-V/def2-TZVPD

The calculation puts the total energy at -15080.8659 eV. For the frontier orbital gap, the calculation gives 11.865 eV. Its SMILES is [H]/N=C/Cl.

The geometry in XYZ format:
```
5
Properties=species:S:1:pos:R:3:lowdin_charge:R:1
C -0.13246 -0.05765 0.14205 -0.53
N 0.68450 0.47917 -0.62595 0.05
Cl -1.93595 0.65405 0.25702 0.36
H -0.14728 -1.01863 0.57474 0.05
H 1.53119 -0.05694 -0.34787 0.07
```

=====

No. 7
Formula: C19H28N2O4S
Source: the OMol25 dataset
Level of theory: wB97M-V/def2-TZVPD

The calculation puts the total energy at -42163.1533 eV. For the frontier orbital gap, the calculation gives 9.478 eV. Its SMILES is COc1ccc(S(=O)(=O)NC[C@H]2CCCN(C(=O)C3CCCC3)C2)cc1.

The geometry in XYZ format:
```
54
Properties=species:S:1:pos:R:3:lowdin_charge:R:1
C 1.05404 -2.40912 -3.18301 -0.06
H 0.04051 -2.04048 -2.99871 0.07
O 1.74027 -2.64478 -1.96641 -0.06
C 1.88462 -1.63224 -1.09235 -0.27
C 1.57441 -0.29716 -1.36078 0.00
C 1.70257 0.65493 -0.36473 -0.06
C 2.13002 0.28213 0.89316 -0.31
C 2.49745 -1.02681 1.16071 -0.06
C 2.38366 -1.97908 0.17159 0.01
H 2.64997 -3.00868 0.35025 0.12
H 2.84244 -1.27559 2.15173 0.12
S 2.06711 1.47250 2.21533 0.67
O 2.73645 2.68157 1.83693 -0.29
O 2.44395 0.82744 3.44339 -0.29
N 0.42097 1.87036 2.25154 -0.12
H 0.35212 2.82931 2.55665 0.11
C -0.43052 0.95251 2.98979 -0.20
H 0.11575 0.55068 3.85251 0.12
C -0.83370 -0.19484 2.06206 -0.30
C -1.49501 -1.37076 2.78067 -0.14
C -2.16784 -2.28760 1.74417 -0.15
C -1.56796 -2.08774 0.35532 -0.13
N -1.81176 -0.72380 -0.08782 -0.02
C -2.07811 -0.50036 -1.39319 -0.42
O -1.92957 -1.38558 -2.22183 0.04
C -2.61118 0.88053 -1.76134 -0.21
H -3.28814 1.20667 -0.96905 0.14
C -3.34849 0.81361 -3.10970 -0.15
H -3.72052 -0.18980 -3.30722 0.11
C -2.30665 1.25120 -4.13281 -0.19
C -1.59774 2.39521 -3.41781 -0.18
H -0.63197 2.63884 -3.85873 0.11
C -1.46354 1.89877 -1.97338 -0.14
H -1.51970 2.72463 -1.26419 0.11
H -0.50390 1.40296 -1.83884 0.08
H -2.22250 3.28952 -3.44992 0.11
H -2.74949 1.55404 -5.08026 0.11
H -1.61300 0.42997 -4.31482 0.11
H -4.18872 1.50937 -3.10828 0.12
C -1.75015 0.29479 0.93996 -0.11
H -1.33806 1.21541 0.52679 0.11
H -2.75022 0.50569 1.34551 0.14
H -0.49517 -2.31266 0.36184 0.12
H -2.04124 -2.75059 -0.37347 0.13
H -3.23575 -2.06970 1.68887 0.12
H -2.06018 -3.33285 2.03220 0.11
H -0.73795 -1.91764 3.34319 0.12
H -2.23745 -1.00533 3.49252 0.12
H 0.08684 -0.54930 1.59963 0.11
H -1.31412 1.48583 3.34693 0.13
H 1.46538 1.69185 -0.54198 0.12
H 1.22831 -0.00767 -2.33972 0.11
H 1.60163 -1.71096 -3.82231 0.10
H 1.00128 -3.37806 -3.67550 0.10
```

=====

No. 8
Formula: C5H7NO
Source: the OMol25 dataset
Level of theory: wB97M-V/def2-TZVPD

The calculation puts the total energy at -8831.9609 eV. For the frontier orbital gap, the calculation gives 10.279 eV.

The geometry in XYZ format:
```
14
Properties=species:S:1:pos:R:3:lowdin_charge:R:1
O 2.45184 0.11647 0.11439 0.00
C 1.25621 0.46878 -0.51892 -0.29
C 0.16927 -0.58130 -0.70091 -0.17
C -0.36279 -0.45544 0.75425 -0.14
C -1.74485 -0.20333 0.17935 -0.13
N -0.89053 0.51186 -0.83962 0.03
C 0.04950 0.96105 0.28577 -0.16
H 2.33533 -0.75327 0.51996 0.10
H 1.48468 1.07393 -1.40024 0.15
H 0.15221 -1.46962 -1.33931 0.14
H -0.05674 -0.99537 1.65878 0.12
H -2.29939 -1.05072 -0.23951 0.11
H -2.41609 0.46898 0.72421 0.11
H -0.12866 1.90798 0.80180 0.14
```

=====

Q: What is the formula in the eighth record?
A: C5H7NO

=====

Q: total energy of number 5 (C20H18CoNO5PS)?
A: -90505.2849 eV

=====

Copy entry 5 word for word.
Formula: C20H18CoNO5PS
Source: the OMol25 dataset
Level of theory: wB97M-V/def2-TZVPD

As for the total charge: +1. The calculation puts the total energy at -90505.2849 eV. For the frontier orbital gap (spin up / spin down), the calculation gives 8.086 / 8.089 eV.

The geometry in XYZ format:
```
47
Properties=species:S:1:pos:R:3:lowdin_charge:R:1
Co -0.13676 -0.18777 -0.04410 0.45
N 0.93796 0.17479 1.55685 0.02
C 1.97702 1.19137 1.24524 -0.08
C 1.80159 1.69400 -0.18745 -0.56
O 2.61448 2.40862 -0.68940 0.14
O 0.73104 1.19212 -0.81324 -0.09
H 0.22248 0.60014 2.14575 0.13
H 1.30226 -0.60487 2.09710 0.10
H 2.97310 0.75772 1.30756 0.14
H 1.92199 2.01698 1.95261 0.14
O -3.82012 -0.15069 -0.66692 -0.19
S -2.52345 -0.70542 -0.58658 0.63
O -1.81724 -0.58784 0.77549 -0.34
O -1.45412 -0.16807 -1.48968 -0.30
C -2.57185 -2.42315 -0.93548 -0.27
C -3.74758 -3.00230 -1.38010 -0.01
C -3.73143 -4.34504 -1.73376 -0.02
C -2.55581 -5.07594 -1.65049 -0.03
C -1.38355 -4.48051 -1.20405 -0.04
C -1.38863 -3.14161 -0.83431 -0.30
P 0.10599 -2.36459 -0.19905 1.13
C 1.46068 -2.73130 -1.30710 -0.33
C 1.70963 -1.81026 -2.32884 -0.06
C 2.70049 -2.07260 -3.26080 -0.04
C 3.43582 -3.24659 -3.17605 -0.04
C 3.18696 -4.16373 -2.16269 -0.05
C 2.20047 -3.91236 -1.22417 -0.09
C 0.41144 -3.06260 1.42481 -0.34
C 1.72957 -3.13171 1.89689 -0.11
C 1.97382 -3.56816 3.18850 -0.05
C 0.91222 -3.93481 4.00785 -0.05
C -0.39170 -3.86505 3.54147 -0.05
C -0.64902 -3.42633 2.25109 -0.06
H -4.64675 -2.40611 -1.44843 0.13
H -4.63984 -4.81764 -2.08069 0.12
H -2.54682 -6.11808 -1.93900 0.12
H -0.46925 -5.05808 -1.15081 0.12
H 1.13810 -0.89114 -2.39732 0.10
H 2.89883 -1.35907 -4.04840 0.12
H 4.20995 -3.44940 -3.90381 0.12
H 3.76339 -5.07682 -2.10298 0.12
H 2.01078 -4.62893 -0.43440 0.11
H 2.55123 -2.86832 1.24203 0.11
H 2.99023 -3.63543 3.55218 0.12
H 1.10530 -4.28304 5.01358 0.12
H -1.21213 -4.15516 4.18346 0.12
H -1.66806 -3.36519 1.89092 0.12
```

=====

Q: Look up the total energy of the fourth one.
A: -118424.0853 eV